Run P
DFT (wB97M-V/def2-TZVPD) results for C4H2O3 as an isolated structure.

lowest unoccupied orbital energy	-0.185	eV
E_HOMO	-9.7	eV

```
! RIJCOSX wB97M-V def2-TZVPD def2/J DEFGRID3
* xyz 0 1
C -2.616 0.092 -1.030
C -1.630 0.024 0.031
C -0.953 -1.314 0.101
C -0.100 -0.086 0.004
O -1.216 -2.453 0.146
O -3.414 0.652 -0.166
O -2.499 0.688 0.905
H 0.340 0.108 -1.060
H 0.701 0.037 0.849
*
```

Run Q
DFT (wB97M-V/def2-TZVPD) results for the molecule C4H2O3.

lowest unoccupied orbital energy	-0.303	eV
E_HOMO	-9.8	eV

```
! RIJCOSX wB97M-V def2-TZVPD def2/J DEFGRID3
* xyz 0 1
C -1.901 0.698 -1.950
C -0.898 0.944 -0.922
C -1.089 1.098 0.566
C -0.133 0.118 0.113
O -1.656 1.714 1.393
O -1.367 1.681 -2.654
O -0.321 1.982 -1.744
H -0.367 -0.937 0.137
H 0.915 0.358 0.237
*
```

Tell me which of them is the least stable. Sure, it is run P.

Run P
DFT (wB97M-V/def2-TZVPD) results for the molecule C9H6O2.

lowest unoccupied orbital energy (spin up / spin down)	-1.184 / -0.702	eV
E_HOMO (spin up / spin down)	-8.8 / -8.1	eV

```
! RIJCOSX wB97M-V def2-TZVPD def2/J DEFGRID3
* xyz 0 1
C -2.475 -0.126 0.131
C -1.853 1.121 0.156
C -1.686 -1.215 -0.104
C -0.458 1.219 0.088
C -0.284 -1.136 -0.126
C 0.367 0.143 -0.023
C 0.382 -2.360 -0.451
C 3.069 -0.651 0.045
C 1.906 0.293 -0.203
O 2.663 0.075 1.029
O 2.205 1.570 -0.728
H -3.480 -0.371 0.257
H -2.390 1.962 0.180
H -2.065 -2.158 -0.196
H 0.058 2.264 0.068
H 1.144 -2.687 0.163
H 2.898 2.057 -0.284
*
```

Run Q
DFT (wB97M-V/def2-TZVPD) results for the molecule C9H6O2.

lowest unoccupied orbital energy	-0.344	eV
E_HOMO	-9.8	eV
SMILES	O=C1CC(=O)c2ccccc21

```
! RIJCOSX wB97M-V def2-TZVPD def2/J DEFGRID3
* xyz 0 1
O -1.631 0.432 -2.240
C -0.916 -0.068 -1.418
C -0.549 -1.514 -1.291
C 0.507 -1.551 -0.281
O 1.230 -2.468 0.052
C 0.521 -0.311 0.437
C 1.195 -0.005 1.542
C 0.834 1.303 2.053
C 0.019 2.181 1.349
C -0.621 1.740 0.193
C -0.364 0.533 -0.263
H -0.416 -1.989 -2.268
H -1.351 -2.054 -0.877
H 1.803 -0.703 2.097
H 0.912 1.619 3.128
H -0.167 3.164 1.783
H -1.327 2.410 -0.281
*
```

Tell me which of them is the least stable. Sure, it is run P.

Run P
DFT (wB97M-V/def2-TZVPD) results for the molecule C4H6O4.

lowest unoccupied orbital energy	0.648	eV
E_HOMO	-8.0	eV
SMILES	CC(=O)O/C(O)=C\O

```
! RIJCOSX wB97M-V def2-TZVPD def2/J DEFGRID3
* xyz 0 1
C -0.225 -0.778 1.899
C 0.282 -0.987 0.509
O 0.164 -1.971 -0.178
O 1.227 0.158 0.184
C 0.740 0.518 -1.035
O 1.511 0.275 -2.136
C -0.527 0.957 -1.218
O -1.294 1.448 -0.188
H 0.130 -1.601 2.524
H 0.122 0.168 2.314
H -1.317 -0.751 1.881
H 2.288 -0.209 -1.809
H -0.919 1.141 -2.209
H -2.181 1.631 -0.538
*
```

Run Q
DFT (wB97M-V/def2-TZVPD) results for the molecule C4H6O4.

lowest unoccupied orbital energy	0.892	eV
E_HOMO	-10.9	eV
SMILES	O=COCCOC=O

```
! RIJCOSX wB97M-V def2-TZVPD def2/J DEFGRID3
* xyz 0 1
O 0.582 -1.623 -2.231
C 0.071 -0.519 -2.358
O 0.216 0.502 -1.502
C 0.910 0.130 -0.255
C -0.045 -0.619 0.665
O -1.249 0.133 0.889
C -1.109 1.113 1.830
O -0.082 1.396 2.476
H -0.522 -0.260 -3.227
H 1.245 1.037 0.260
H 1.784 -0.527 -0.377
H -0.243 -1.551 0.196
H 0.467 -0.877 1.596
H -2.024 1.664 2.038
*
```

Tell me which of them is the least stable. Sure, it is run P.

Run P
DFT (wB97M-V/def2-TZVPD) results for a 17-piece molecular cluster, H33O17 overall.

lowest unoccupied orbital energy	2.017	eV
E_HOMO	-6.8	eV

```
! RIJCOSX wB97M-V def2-TZVPD def2/J DEFGRID3
* xyz -1 1
O -5.150 1.811 0.257
H -5.941 2.368 0.289
H -4.907 1.907 -0.668
O 1.272 3.068 1.617
H 0.522 2.095 1.021
H 1.039 3.439 0.808
O 0.078 0.349 -5.144
H -0.793 0.112 -4.862
H 0.642 -0.490 -5.110
O -0.653 2.912 -3.434
H -0.236 1.945 -3.397
H -0.398 3.245 -4.263
O -0.544 4.279 3.079
H -0.645 3.504 3.730
O 2.351 -0.248 5.843
H 0.898 -3.432 0.478
H 2.068 -0.334 4.935
O 0.623 -1.122 -0.033
H -1.672 0.625 0.362
H 1.517 -1.222 0.143
O -3.862 -1.762 -1.077
H -3.091 -2.201 -1.443
H 0.134 3.878 2.496
O -0.153 1.537 0.362
H 0.332 -0.233 0.011
H 0.116 1.792 -0.521
O -1.930 -2.640 -4.433
H -2.322 -2.585 -3.558
H -2.253 -3.235 -5.064
O -2.277 -0.003 -0.129
H -2.418 -0.805 0.339
H 2.751 2.890 1.583
O 5.547 0.737 -0.535
H 5.825 -0.013 -0.032
H 5.060 1.220 0.140
O 3.766 2.647 1.920
H 3.735 1.673 1.864
H 2.622 0.692 5.645
O -2.377 -2.169 3.609
H -3.241 -1.754 3.278
H -1.831 -2.650 3.051
O 0.851 -4.285 -0.027
H 0.247 -4.781 0.462
H -3.559 -0.770 -1.050
O 1.593 -2.136 -4.015
H 0.746 -2.191 -4.460
H 1.642 -1.544 -3.307
O 1.029 -2.790 2.358
H 1.127 -2.910 3.333
H 1.046 -1.826 2.331
*
```

Run Q
DFT (wB97M-V/def2-TZVPD) results for H33O17 as an isolated structure.

lowest unoccupied orbital energy	2.053	eV
E_HOMO	-7.4	eV

```
! RIJCOSX wB97M-V def2-TZVPD def2/J DEFGRID3
* xyz -1 1
O 4.787 -0.701 -0.507
H 3.722 -0.653 -0.741
H 4.969 0.112 -0.176
O -1.912 -4.731 1.357
H -1.722 -4.450 0.404
H -2.695 -4.300 1.690
O -0.900 1.899 5.163
H -0.942 2.120 4.235
H -0.922 0.946 4.868
O 5.100 2.068 3.097
H 4.286 2.382 2.681
H 5.200 1.122 2.650
O 0.315 -2.248 2.250
H 0.468 -1.583 1.507
O -1.199 -1.199 -2.053
H -1.402 -3.138 3.516
H -1.382 -0.766 -1.150
O -4.248 1.064 -4.303
H -3.405 1.427 -3.905
H -4.438 0.235 -3.975
O -1.247 -0.039 0.795
H -1.988 0.453 1.189
H 0.372 -3.088 1.836
O -3.749 1.415 3.176
H -3.123 2.116 3.095
H -3.512 0.591 2.736
O 0.343 2.627 0.757
H 0.380 1.906 1.456
H 0.603 2.149 0.107
O -0.229 -2.887 -5.650
H 0.426 -2.250 -6.092
H 0.425 -3.426 -5.166
O 0.995 0.312 0.178
H 1.770 0.566 0.681
H 1.398 -0.288 -0.875
O 1.996 -0.808 -1.641
H 1.910 -1.824 -1.661
H -0.540 -0.524 -2.421
O -0.233 1.969 -3.931
H 0.638 2.302 -4.247
H 0.072 1.289 -3.185
O -2.148 -2.530 3.070
H -1.502 -1.814 3.049
H -0.287 0.240 0.878
O -1.002 4.398 2.588
H -0.809 4.234 3.401
H -0.964 3.919 1.836
O 2.075 0.230 -4.166
H 2.384 -0.456 -3.481
H 1.866 -0.392 -4.921
*
```

Tell me which of them is the least stable. Sure, it is run Q.

Run P
DFT (wB97M-V/def2-TZVPD) results for C25H31FN5O2PtS2 as an isolated structure.

lowest unoccupied orbital energy	-3.636	eV
E_HOMO	-10.8	eV

```
! RIJCOSX wB97M-V def2-TZVPD def2/J DEFGRID3
* xyz 1 1
Pt -0.365 -0.168 0.308
C 0.918 -2.344 2.381
N -0.254 -1.616 1.874
C -1.437 -1.925 2.309
C -2.554 -1.242 1.799
C -3.886 -1.141 2.183
C -4.467 -0.190 1.332
C -3.475 0.240 0.459
N -2.325 -0.418 0.721
C 1.572 -3.222 1.342
C 0.835 -4.217 0.712
C 1.428 -5.035 -0.238
C 2.767 -4.860 -0.565
C 3.508 -3.873 0.070
C 2.908 -3.056 1.017
H 0.594 -2.961 3.223
H 1.637 -1.611 2.734
H -1.558 -2.675 3.087
H -4.360 -1.683 2.986
H -5.487 0.158 1.343
H -3.552 0.942 -0.358
H -0.213 -4.356 0.963
H 0.850 -5.815 -0.718
H 3.233 -5.497 -1.307
H 4.553 -3.736 -0.181
H 3.477 -2.265 1.494
C 2.009 -0.542 -1.455
O 1.059 -1.251 -0.684
H 2.669 -1.270 -1.935
H 2.625 0.109 -0.830
H 1.546 0.061 -2.247
C 3.593 0.797 3.257
S 2.158 1.451 2.428
C 2.988 2.689 1.450
O 1.782 0.353 1.443
H 4.051 1.583 3.859
H 4.285 0.419 2.505
H 3.259 -0.010 3.907
H 3.466 3.414 2.109
H 2.227 3.180 0.845
H 3.720 2.191 0.813
C -1.744 2.986 -4.669
C -2.840 2.104 -4.064
C -2.249 1.004 -3.236
N -1.632 1.184 -2.130
N -1.107 0.029 -1.615
C -1.331 -1.049 -2.360
N -0.916 -2.285 -2.078
S -2.248 -0.658 -3.763
H -2.188 3.782 -5.265
H -1.085 2.403 -5.314
H -1.143 3.435 -3.880
H -3.451 1.669 -4.855
H -3.492 2.703 -3.427
H -0.113 -2.328 -1.439
H -1.021 -3.000 -2.777
F -1.449 5.775 0.634
C -1.117 4.476 0.608
C -0.391 3.997 -0.463
C -0.059 2.649 -0.500
C -0.461 1.824 0.534
C -1.159 2.323 1.622
C -1.503 3.669 1.659
H -0.096 4.670 -1.258
H 0.513 2.264 -1.332
H -1.438 1.679 2.446
H -2.062 4.086 2.486
*
```

Run Q
DFT (wB97M-V/def2-TZVPD) results for C25H31FN5O2PtS2 as an isolated structure.

lowest unoccupied orbital energy	-2.151	eV
E_HOMO	-10.4	eV

```
! RIJCOSX wB97M-V def2-TZVPD def2/J DEFGRID3
* xyz 1 1
Pt -0.291 0.965 0.165
C 2.643 1.112 1.021
N 1.567 1.699 0.239
C 1.756 2.774 -0.466
C 0.655 3.291 -1.172
C 0.447 4.342 -2.067
C -0.891 4.266 -2.443
C -1.446 3.178 -1.762
N -0.520 2.592 -0.992
C 2.352 1.112 2.504
C 2.821 0.068 3.293
C 2.590 0.058 4.662
C 1.887 1.098 5.254
C 1.420 2.145 4.472
C 1.648 2.151 3.103
H 3.561 1.672 0.821
H 2.799 0.086 0.684
H 2.737 3.239 -0.493
H 1.181 5.060 -2.396
H -1.413 4.914 -3.128
H -2.459 2.814 -1.822
H 3.373 -0.743 2.830
H 2.965 -0.758 5.267
H 1.714 1.097 6.323
H 0.882 2.966 4.930
H 1.278 2.971 2.498
C -0.531 -3.579 -2.816
O -0.744 -2.327 -2.171
H 0.459 -3.609 -3.278
H -1.286 -3.774 -3.582
H -0.597 -4.342 -2.045
C -4.584 1.219 -0.385
S -3.196 0.288 -1.010
C -3.910 -1.342 -1.002
O -2.237 0.233 0.187
H -5.388 1.177 -1.119
H -4.254 2.249 -0.258
H -4.896 0.796 0.569
H -4.690 -1.392 -1.761
H -4.309 -1.548 -0.010
H -3.091 -2.019 -1.242
C 2.955 -4.140 2.307
C 1.842 -3.905 1.287
C 1.036 -2.681 1.572
N 0.925 -1.686 0.773
N 0.125 -0.693 1.278
C -0.346 -0.940 2.478
N -1.109 -0.087 3.170
S 0.149 -2.481 3.068
H 3.513 -5.040 2.056
H 2.555 -4.268 3.315
H 3.653 -3.302 2.324
H 1.174 -4.770 1.259
H 2.250 -3.779 0.284
H -1.285 0.824 2.776
H -1.419 -0.296 4.100
F -0.403 2.113 -5.347
C -0.482 1.011 -4.582
C -1.550 0.153 -4.758
C -1.630 -0.982 -3.963
C -0.654 -1.231 -3.007
C 0.420 -0.364 -2.857
C 0.511 0.768 -3.654
H -2.295 0.373 -5.511
H -2.452 -1.675 -4.094
H 1.182 -0.590 -2.123
H 1.332 1.466 -3.558
*
```

Tell me which of them is the least stable. Sure, it is run P.